Here is an isolated molecule of C5H8FNS from OMol25. Energies are from wB97M-V/def2-TZVPD.

Structure (XYZ):
```
16
Properties=species:S:1:pos:R:3:mulliken_charge:R:1
N -2.0324 -0.0588 -0.8363 -0.733
C -0.9876 -0.1919 0.1669 0.218
C 0.2173 -0.9723 -0.4788 -1.391
C 1.5155 -0.5778 0.1882 0.208
F 2.5322 -0.7019 -0.7981 -0.336
C 1.3114 0.8867 0.5338 -0.285
S 0.7955 1.8666 -0.8235 -0.126
C -0.2119 1.1155 0.5021 -0.603
H -2.6112 0.7456 -0.4987 0.277
H -2.6781 -0.9813 -0.6137 0.308
H -1.4555 -0.6290 1.0471 0.403
H -0.0282 -2.0497 -0.5798 0.446
H 0.3108 -0.6240 -1.4636 0.439
H 1.8893 -1.0760 1.0651 0.330
H 1.8937 1.2892 1.4012 0.427
H -0.4607 1.9590 1.1881 0.418
```

Values from the calculation:
HOMO-LUMO gap = 9.611 eV
total energy = -20356.16097 eV
HOMO energy = -8.9 eV
F_max = 3.7 eV Å⁻¹
lowest unoccupied orbital energy = 0.721 eV
spin multiplicity = 1
charge = 0